(1)
# C2H5NO2

The molecule C2H5NO2 in a non-equilibrium geometry (ωB97M-V/def2-TZVPD, the Open Molecules 2025 dataset).

The geometry in XYZ format:
```
10
Properties=species:S:1:pos:R:3:forces:R:3
C 0.9172 -0.2128 1.6456 -0.9962 -0.6766 -1.3794
N -0.2035 -0.4840 0.6526 -0.8215 -1.6034 3.0645
C -0.3660 0.0210 -0.6183 -2.1630 0.7698 3.3915
O 0.7675 0.5143 -1.0714 3.0318 -0.5747 -1.1472
O -1.4962 0.2060 -1.0303 1.4513 -0.3778 -1.2110
H 1.4280 -1.1942 1.8894 -0.2741 1.3165 -0.2573
H 1.5720 0.5116 1.0897 -0.2547 -0.5431 1.4547
H 0.4302 0.1912 2.5777 0.8803 -0.1007 -1.0127
H -1.0786 -0.7984 1.1755 1.5773 0.7554 -1.7483
H 1.5954 0.0664 -0.6510 -2.4311 1.0347 -1.1549
```
Forces are in eV/Å.

The calculation puts the HOMO energy at -9.7 eV. The calculation puts the energy relative to the best compared isomer or geometry (same formula, charge and spin) at 96.3 kJ/mol. Its multiplicity is 1. As for the gap between HOMO and LUMO: 10.12 eV. The LUMO energy comes out at 0.46 eV. Its SMILES is CNC(=O)O.

(2)
# C2H5NO2P

A 2-piece molecular cluster, C2H5NO2P overall in a non-equilibrium geometry (ωB97M-V/def2-TZVPD, the Open Molecules 2025 dataset).

The geometry in XYZ format:
```
11
Properties=species:S:1:pos:R:3:forces:R:3
C -1.4949 0.1680 -1.3872 -0.4119 1.5400 1.2828
C -1.9820 -0.0539 -2.5988 0.2650 -3.4037 0.4074
N 2.3699 0.8220 2.5687 1.2619 2.0728 0.9556
O 1.0876 -0.9553 2.9341 -0.2627 -1.0410 0.3105
O 3.1564 1.2252 3.4404 -0.9883 -1.2706 -1.5018
P 2.3208 -0.9191 2.0071 0.0902 -0.2409 1.6645
H -1.1885 -0.5920 -0.6745 0.2529 -0.1257 -0.4158
H -1.5059 1.2108 -0.8962 0.0723 -1.6129 -1.1286
H -2.4208 0.6988 -3.1551 -0.5659 1.5354 -1.1753
H -2.0876 -1.1234 -3.0623 0.4192 2.0647 1.0569
H 1.7451 -0.4810 0.8238 -0.1328 0.4819 -1.4562
```
Forces are in eV/Å.

The calculation puts the HOMO energy (alpha / beta) at -2.8 / -2.8 eV. The calculation puts the energy relative to the best compared isomer or geometry (same formula, charge and spin) at 531.6 kJ/mol. Its multiplicity is 1. As for the gap between HOMO and LUMO (alpha / beta): 6.14 / 6.14 eV. As for the net charge: -1. The LUMO energy (alpha / beta) comes out at 3.38 / 3.38 eV.

(3)
# C2H5NO2P4S

A 2-piece molecular cluster, C2H5NO2P4S overall in a non-equilibrium geometry (ωB97M-V/def2-TZVPD, the Open Molecules 2025 dataset).

The geometry in XYZ format:
```
15
Properties=species:S:1:pos:R:3:forces:R:3
C 0.2396 -1.8878 2.6383 0.3984 -2.5599 2.8162
C 3.3699 -1.3459 2.3929 -0.0907 1.5991 -0.1865
N 0.4868 -2.4642 3.6368 -0.2500 1.3006 -2.8777
O 4.3632 -1.8810 2.1459 -0.2550 -0.5686 0.1762
O 2.4473 -0.6492 2.5847 1.0227 -0.8895 -0.0183
P 0.0474 0.2435 -1.5828 0.4100 0.4694 -0.7734
P -0.0610 0.8992 2.0413 0.0284 0.6352 -0.2200
P 0.7767 -1.3664 -0.3843 -0.8533 -2.9020 0.7444
P -0.5922 -1.1193 1.4156 -1.3675 0.7749 -2.8050
S 1.1834 -3.1574 4.8353 0.6447 -0.8887 1.7465
H 1.0749 1.0906 -1.0515 -0.3295 -0.1504 -0.2287
H -0.8507 0.6345 -0.6154 -0.8237 0.5382 0.3381
H 0.3099 0.1310 3.1385 -0.0291 1.0449 1.0313
H -1.3872 1.2454 2.4265 0.2010 -0.1638 0.1854
H -0.1448 -2.5555 -0.7873 1.2937 1.7605 0.0717
```
Forces are in eV/Å.

The calculation puts the HOMO energy at -8.0 eV. The calculation puts the energy relative to the best compared isomer or geometry (same formula, charge and spin) at 47.7 kJ/mol. Its multiplicity is 1. As for the gap between HOMO and LUMO: 7.63 eV. The LUMO energy comes out at -0.42 eV. Its SMILES is PP(#CN=S)[PH]#[PH2].O=C=O.

(4)
# C2H5NO2S

The molecule C2H5NO2S in a non-equilibrium geometry (ωB97M-V/def2-TZVPD, the Open Molecules 2025 dataset).

The geometry in XYZ format:
```
11
Properties=species:S:1:pos:R:3:forces:R:3
C -0.1194 1.6049 0.1115 0.0767 -1.2519 0.7329
C -0.5584 -1.2691 0.0393 -0.0058 -1.8674 -0.7516
N 0.9782 1.2638 -0.3907 -2.8200 -2.5092 1.5114
O -1.3760 0.1815 2.1073 0.1058 0.1857 0.5499
O -2.6760 0.8603 -0.4167 5.2501 -2.1905 3.7667
S -1.1858 0.2675 0.6892 -5.0571 1.1080 -4.1285
H -0.7051 2.4942 0.3597 0.5743 0.4491 -0.6207
H -1.0682 -1.4657 -0.8765 -1.0117 0.4487 -0.7852
H 0.4562 -1.3467 -0.3609 0.2934 0.7825 0.9896
H -0.8173 -2.2108 0.5962 0.2879 1.5035 0.3860
H 1.4347 1.9607 -0.8263 2.3064 3.3412 -1.6505
```
Forces are in eV/Å.

The calculation puts the HOMO energy (alpha / beta) at -9.8 / -9.8 eV. The calculation puts the energy relative to the best compared isomer or geometry (same formula, charge and spin) at 522.8 kJ/mol. Its multiplicity is 1. As for the gap between HOMO and LUMO (alpha / beta): 9.64 / 9.64 eV. The LUMO energy (alpha / beta) comes out at -0.11 / -0.11 eV. Its SMILES is [H]/N=C/S(C)(=O)=O.

(5)
# C2H5NO2S

The molecule C2H5NO2S in a non-equilibrium geometry (ωB97M-V/def2-TZVPD, the Open Molecules 2025 dataset).

The geometry in XYZ format:
```
11
Properties=species:S:1:pos:R:3:forces:R:3
C -0.9202 0.1985 0.8888 -0.4280 0.1452 1.0822
C 0.8686 -0.1201 -0.5510 4.6518 1.5022 -1.5676
N -0.3707 -0.4505 -0.2784 -2.3360 -2.0734 -0.3971
O -0.5153 -1.8662 -0.3109 0.5623 0.5842 1.8694
O 1.7904 -0.7794 -0.9620 -1.0973 -0.1369 -0.1420
S 1.2360 1.6769 -0.1524 -0.7678 0.3698 1.0212
H -0.1202 0.3574 1.5744 0.5977 -0.5253 1.2228
H -1.0885 1.2316 0.6501 -1.2348 0.2636 -0.4053
H -1.7304 -0.3411 1.4190 0.4062 0.3271 -0.9665
H -1.0025 -2.1199 -1.0783 -0.5984 0.3239 -1.1040
H 1.8529 2.2128 -1.1995 0.2444 -0.7802 -0.6131
```
Forces are in eV/Å.

The calculation puts the HOMO energy at -9.5 eV. The calculation puts the energy relative to the best compared isomer or geometry (same formula, charge and spin) at 258.9 kJ/mol. Its multiplicity is 1. As for the gap between HOMO and LUMO: 10.15 eV. The LUMO energy comes out at 0.61 eV. Its SMILES is CN(O)C(=O)S.

(6)
# C2H5NO2S

The molecule C2H5NO2S in a non-equilibrium geometry (ωB97M-V/def2-TZVPD, the Open Molecules 2025 dataset).

The geometry in XYZ format:
```
11
Properties=species:S:1:pos:R:3:forces:R:3
C -0.9801 -1.1866 0.1716 -1.2551 -1.9188 -0.5974
C 1.0994 0.0311 0.1047 3.3823 -1.9896 -0.7443
H -1.3322 -2.3445 -0.3125 1.2763 3.5416 1.9567
H -1.4744 -0.3952 -0.4753 -0.2233 -1.5249 1.6766
H -1.1066 -1.0780 1.3979 0.2179 -0.3138 -3.5020
H 1.1162 1.9824 0.2276 -1.1931 -2.0008 1.6224
H -0.2941 1.6352 -1.0810 -0.5047 0.2353 -1.0685
N 0.4630 1.1451 0.4929 1.8625 3.4484 -0.0687
O 0.4240 -1.0245 -0.2284 -1.5894 -1.2785 0.6113
O -0.6838 1.3570 -0.2568 -0.9977 1.0190 -0.2231
S 2.7685 -0.1220 -0.0405 -0.9755 0.7820 0.3371
```
Forces are in eV/Å.

The calculation puts the HOMO energy at -8.6 eV. The calculation puts the energy relative to the best compared isomer or geometry (same formula, charge and spin) at 403.7 kJ/mol. Its multiplicity is 1. As for the gap between HOMO and LUMO: 8.89 eV. The LUMO energy comes out at 0.30 eV. Its SMILES is COC(=S)NO.

Number 1: total energy -284.43069 Ha. Number 2: total energy -625.69421 Ha. Number 3: total energy -2047.95889 Ha. Number 4: total energy -682.44047 Ha. Number 5: total energy -682.54096 Ha. Number 6: total energy -682.48581 Ha.